No. 1
DFT (wB97M-V/def2-TZVPD) results for 11 unconnected molecules or ions with the total composition C33H66O33 at a distorted geometry.

Atoms and positions in Å:
1 C -2.020 -1.916 0.193
2 O -1.238 -1.577 -0.934
3 C -0.211 -0.742 -0.689
4 O -0.074 -0.138 0.329
5 O 0.450 -0.573 -1.811
6 C 1.638 0.233 -1.834
7 H -2.980 -2.309 -0.146
8 H -2.251 -1.048 0.804
9 H -1.576 -2.707 0.796
10 H 2.289 0.040 -0.979
11 H 1.366 1.287 -1.790
12 H 2.184 -0.034 -2.729
13 C -4.779 0.679 0.826
14 O -6.092 0.422 1.289
15 C -7.072 0.862 0.518
16 O -6.966 1.422 -0.533
17 O -8.229 0.566 1.125
18 C -9.400 1.052 0.515
19 H -4.543 1.732 1.005
20 H -4.678 0.569 -0.259
21 H -4.057 0.019 1.279
22 H -9.296 1.108 -0.566
23 H -9.643 2.051 0.885
24 H -10.217 0.383 0.773
25 C 0.916 -4.717 5.708
26 O 0.542 -4.641 4.342
27 C 1.351 -3.945 3.552
28 O 2.438 -3.518 3.841
29 O 0.746 -3.806 2.370
30 C 1.557 -3.228 1.351
31 H 1.979 -4.910 5.818
32 H 0.339 -5.534 6.138
33 H 0.615 -3.815 6.244
34 H 2.354 -3.915 1.085
35 H 1.936 -2.238 1.609
36 H 0.892 -3.032 0.510
37 C -5.791 -0.606 4.560
38 O -5.157 -1.885 4.710
39 C -4.171 -2.128 3.871
40 O -3.813 -1.410 2.976
41 O -3.601 -3.281 4.209
42 C -2.651 -3.800 3.261
43 H -6.088 -0.444 3.526
44 H -5.169 0.187 4.965
45 H -6.709 -0.681 5.143
46 H -2.726 -4.882 3.300
47 H -1.669 -3.390 3.467
48 H -2.945 -3.502 2.252
49 C 4.955 -0.094 -8.138
50 O 3.621 -0.482 -7.905
51 C 3.163 -0.373 -6.660
52 O 3.851 -0.146 -5.689
53 O 1.843 -0.466 -6.703
54 C 1.176 -0.349 -5.456
55 H 5.611 -0.408 -7.325
56 H 5.049 0.996 -8.209
57 H 5.256 -0.496 -9.098
58 H 1.386 0.596 -4.967
59 H 1.456 -1.203 -4.835
60 H 0.111 -0.426 -5.652
61 C 5.875 1.032 0.514
62 O 5.204 1.034 1.767
63 C 4.293 0.097 1.949
64 O 3.849 -0.632 1.103
65 O 4.039 0.044 3.245
66 C 2.884 -0.687 3.668
67 H 5.730 0.089 -0.002
68 H 6.917 1.277 0.695
69 H 5.467 1.812 -0.125
70 H 3.123 -1.365 4.480
71 H 2.378 -1.186 2.846
72 H 2.184 0.047 4.077
73 C -1.465 1.859 -2.949
74 O -0.807 3.117 -2.806
75 C 0.058 3.457 -3.757
76 O 0.364 2.785 -4.711
77 O 0.504 4.672 -3.488
78 C 1.611 5.119 -4.273
79 H -1.581 1.456 -1.946
80 H -0.887 1.161 -3.555
81 H -2.443 1.944 -3.425
82 H 1.280 5.512 -5.234
83 H 2.315 4.303 -4.416
84 H 2.101 5.914 -3.721
85 C -8.622 -2.242 2.735
86 O -7.244 -2.456 2.495
87 C -6.942 -3.553 1.815
88 O -7.735 -4.316 1.344
89 O -5.608 -3.642 1.711
90 C -5.083 -4.878 1.291
91 H -8.669 -1.473 3.491
92 H -9.135 -3.172 2.988
93 H -9.136 -1.953 1.814
94 H -4.125 -4.713 0.809
95 H -5.751 -5.367 0.579
96 H -4.952 -5.566 2.129
97 C 9.584 1.257 -1.946
98 O 8.167 1.319 -2.121
99 C 7.592 0.145 -2.336
100 O 8.115 -0.925 -2.256
101 O 6.333 0.368 -2.682
102 C 5.526 -0.790 -2.827
103 H 9.949 2.263 -1.785
104 H 10.043 0.796 -2.819
105 H 9.816 0.640 -1.077
106 H 4.515 -0.456 -3.053
107 H 5.391 -1.294 -1.864
108 H 5.872 -1.491 -3.579
109 C -2.976 4.034 5.859
110 O -3.234 3.536 4.555
111 C -2.242 2.843 4.017
112 O -1.171 2.638 4.521
113 O -2.654 2.416 2.828
114 C -1.715 1.690 2.049
115 H -3.123 3.251 6.607
116 H -3.651 4.856 6.068
117 H -1.944 4.370 5.955
118 H -1.941 0.623 2.060
119 H -0.699 1.782 2.410
120 H -1.761 2.034 1.019
121 C 4.707 2.510 -4.579
122 O 4.836 3.517 -3.575
123 C 4.357 3.205 -2.377
124 O 3.958 2.132 -2.025
125 O 4.338 4.315 -1.644
126 C 3.803 4.176 -0.338
127 H 3.665 2.410 -4.897
128 H 5.052 1.554 -4.218
129 H 5.243 2.886 -5.444
130 H 3.550 5.151 0.072
131 H 4.537 3.748 0.353
132 H 2.911 3.551 -0.302

Calculated values
E_HOMO: -10.7 eV
Relative energy (zero: lowest compared OMol25 entry of this formula, charge and spin): 14.4 kJ/mol
Orbital gap: 11.23 eV
Energy: -102859.02188 eV



No. 2
DFT (wB97M-V/def2-TZVPD) results for a molecular structure, C33H68ClFINO14S.

Atoms and positions in Å:
1 C -1.178 0.828 -0.702
2 C -1.557 1.898 -1.711
3 F -2.635 1.410 -2.471
4 C -1.990 3.286 -1.214
5 I -2.336 4.468 -3.004
6 C -1.015 4.092 -0.317
7 C 0.399 4.292 -0.885
8 C 1.289 3.134 -1.274
9 O 1.514 2.831 -2.409
10 Cl 2.096 2.267 0.027
11 C -1.173 3.662 1.169
12 C 0.013 3.927 2.096
13 C 0.090 2.950 3.307
14 C 1.292 2.043 3.184
15 C 2.558 2.586 3.375
16 C 3.698 1.818 3.217
17 C 3.582 0.482 2.852
18 C 2.331 -0.072 2.679
19 C 1.189 0.699 2.852
20 C -2.446 4.354 1.676
21 C -2.272 5.831 2.022
22 O -2.869 3.675 2.865
23 N -4.274 3.360 2.932
24 O -4.497 2.775 3.900
25 O -3.516 4.321 0.707
26 S -3.616 3.158 -0.360
27 O -4.671 3.545 -1.237
28 O -3.699 1.896 0.304
29 H -1.748 0.856 0.216
30 H -0.115 0.844 -0.470
31 H -1.385 -0.130 -1.177
32 H -0.743 2.030 -2.421
33 H -1.418 5.106 -0.347
34 H 0.956 4.925 -0.191
35 H 0.298 4.866 -1.805
36 H -1.355 2.587 1.203
37 H -0.018 4.939 2.493
38 H 0.953 3.815 1.569
39 H -0.807 2.339 3.366
40 H 0.216 3.522 4.225
41 H 2.668 3.632 3.642
42 H 4.676 2.259 3.360
43 H 4.465 -0.128 2.712
44 H 2.249 -1.119 2.420
45 H 0.212 0.248 2.713
46 H -3.194 6.354 1.773
47 H -1.488 6.287 1.420
48 H -2.060 5.946 3.078
49 C 0.484 -4.444 3.342
50 C 1.415 -4.050 4.477
51 O 1.116 -2.751 4.969
52 H 0.545 -3.713 2.534
53 H 0.739 -5.424 2.941
54 H -0.551 -4.466 3.695
55 H 2.442 -4.012 4.124
56 H 1.356 -4.785 5.290
57 H 0.201 -2.716 5.280
58 C -4.743 1.947 -5.896
59 C -4.469 0.500 -5.540
60 O -3.085 0.281 -5.255
61 H -4.147 2.244 -6.760
62 H -5.797 2.100 -6.128
63 H -4.473 2.601 -5.065
64 H -4.720 -0.150 -6.377
65 H -5.069 0.197 -4.677
66 H -2.861 0.834 -4.499
67 C 4.020 -5.495 -0.131
68 C 3.865 -4.586 1.072
69 O 3.300 -5.280 2.185
70 H 3.053 -5.910 -0.423
71 H 4.436 -4.951 -0.983
72 H 4.685 -6.322 0.112
73 H 3.189 -3.759 0.857
74 H 4.833 -4.164 1.358
75 H 3.884 -6.014 2.402
76 C -2.804 0.097 5.545
77 C -2.430 -1.328 5.905
78 O -1.030 -1.437 6.160
79 H -2.228 0.427 4.680
80 H -3.865 0.188 5.312
81 H -2.578 0.777 6.371
82 H -2.632 -1.992 5.065
83 H -3.001 -1.689 6.766
84 H -0.803 -0.871 6.903
85 C -2.896 1.380 -10.873
86 C -3.871 1.756 -9.772
87 O -4.474 0.616 -9.172
88 H -3.401 0.795 -11.642
89 H -2.463 2.268 -11.335
90 H -2.081 0.772 -10.473
91 H -4.690 2.350 -10.174
92 H -3.361 2.353 -9.007
93 H -3.772 0.078 -8.792
94 C 6.938 -2.160 -0.407
95 C 6.808 -1.258 0.807
96 O 6.291 -1.952 1.938
97 H 5.971 -2.595 -0.661
98 H 7.311 -1.607 -1.270
99 H 7.630 -2.981 -0.203
100 H 6.107 -0.448 0.608
101 H 7.778 -0.812 1.055
102 H 6.897 -2.669 2.149
103 C -7.826 1.015 -0.574
104 C -6.749 0.473 -1.497
105 O -6.370 1.416 -2.490
106 H -8.707 1.303 -1.148
107 H -8.119 0.271 0.169
108 H -7.466 1.902 -0.047
109 H -7.110 -0.404 -2.033
110 H -5.869 0.176 -0.914
111 H -6.037 2.196 -2.030
112 C 8.640 -7.615 -0.492
113 C 7.906 -6.600 0.363
114 O 6.614 -7.059 0.757
115 H 8.056 -7.852 -1.382
116 H 9.613 -7.233 -0.803
117 H 8.798 -8.543 0.060
118 H 7.734 -5.680 -0.196
119 H 8.498 -6.354 1.251
120 H 6.729 -7.868 1.267

Calculated values
E_HOMO: -9.0 eV
Relative energy (zero: lowest compared OMol25 entry of this formula, charge and spin): 0.0 kJ/mol
Orbital gap: 8.84 eV
Energy: -99649.99924 eV



No. 3
DFT (wB97M-V/def2-TZVPD) results for 4 unconnected molecules or ions with the total composition C33H70N3O9P.

Atoms and positions in Å:
1 C 0.719 -2.062 4.058
2 C 0.678 -0.781 3.233
3 O 1.454 0.252 3.844
4 C 1.159 -1.029 1.811
5 O 2.323 -1.799 1.862
6 P 3.706 -1.385 0.913
7 O 4.697 -2.260 2.061
8 C 5.767 -1.471 2.450
9 C 5.253 0.002 2.524
10 C 6.227 0.949 1.849
11 O 5.768 2.297 1.793
12 O 5.768 2.830 3.123
13 O 3.997 0.036 1.940
14 H 1.744 -2.268 4.368
15 H 0.091 -1.977 4.948
16 H 0.388 -2.915 3.463
17 H -0.346 -0.395 3.221
18 H 2.357 -0.092 3.888
19 H 1.341 -0.057 1.337
20 H 0.369 -1.550 1.252
21 H 3.530 -2.573 0.136
22 H 2.908 -0.570 0.043
23 H 4.902 -1.050 0.151
24 H 6.613 -1.544 1.743
25 H 6.130 -1.802 3.428
26 H 5.156 0.294 3.581
27 H 6.314 0.677 0.794
28 H 7.213 0.921 2.328
29 H 4.867 2.606 3.401
30 C -4.399 -4.596 0.634
31 C -3.129 -3.907 0.095
32 C -3.021 -3.987 -1.438
33 C -2.593 -5.350 -1.971
34 C -1.293 -5.796 -1.311
35 C -1.393 -5.843 0.217
36 N -1.878 -4.494 0.686
37 O -0.933 -3.644 0.810
38 C -2.302 -6.994 0.656
39 C -0.019 -6.074 0.838
40 C -3.196 -2.439 0.503
41 H -4.214 -5.576 1.054
42 H -4.838 -3.991 1.428
43 H -5.147 -4.701 -0.154
44 H -2.288 -3.243 -1.762
45 H -3.987 -3.691 -1.858
46 H -3.384 -6.091 -1.820
47 H -2.443 -5.277 -3.050
48 H -0.992 -6.786 -1.666
49 H -0.494 -5.099 -1.580
50 H -2.485 -6.955 1.731
51 H -1.786 -7.930 0.434
52 H -3.257 -7.023 0.138
53 H 0.707 -5.339 0.502
54 H 0.324 -7.072 0.557
55 H -0.074 -6.016 1.925
56 H -3.140 -2.336 1.586
57 H -4.157 -2.045 0.162
58 H -2.394 -1.851 0.064
59 C -9.723 1.702 0.050
60 C -8.708 0.844 0.831
61 C -7.397 1.596 1.123
62 C -6.465 1.739 -0.074
63 C -6.183 0.374 -0.692
64 C -7.458 -0.365 -1.106
65 N -8.368 -0.424 0.095
66 O -8.143 -1.424 0.859
67 C -8.098 0.324 -2.315
68 C -7.133 -1.798 -1.514
69 C -9.357 0.462 2.158
70 H -9.771 1.467 -1.004
71 H -10.724 1.543 0.451
72 H -9.488 2.763 0.150
73 H -6.867 1.054 1.911
74 H -7.657 2.576 1.531
75 H -6.884 2.426 -0.815
76 H -5.526 2.183 0.260
77 H -5.536 0.470 -1.568
78 H -5.645 -0.241 0.036
79 H -9.073 -0.112 -2.541
80 H -7.447 0.162 -3.174
81 H -8.211 1.398 -2.198
82 H -6.587 -2.322 -0.733
83 H -6.521 -1.770 -2.417
84 H -8.046 -2.356 -1.725
85 H -10.216 -0.188 1.992
86 H -9.701 1.381 2.639
87 H -8.664 -0.048 2.821
88 C 6.140 7.002 -3.002
89 C 7.015 5.761 -3.267
90 C 6.192 4.553 -3.750
91 C 5.393 3.853 -2.657
92 C 6.301 3.459 -1.499
93 C 7.057 4.657 -0.911
94 N 7.781 5.351 -2.040
95 O 8.937 4.866 -2.290
96 C 6.082 5.569 -0.160
97 C 8.086 4.172 0.100
98 C 8.019 6.135 -4.354
99 H 5.937 7.170 -1.953
100 H 6.645 7.895 -3.372
101 H 5.184 6.919 -3.522
102 H 6.886 3.830 -4.191
103 H 5.535 4.896 -4.554
104 H 4.571 4.486 -2.311
105 H 4.931 2.955 -3.072
106 H 5.735 2.988 -0.693
107 H 7.034 2.727 -1.851
108 H 6.577 6.487 0.163
109 H 5.750 5.027 0.726
110 H 5.193 5.828 -0.729
111 H 8.744 3.417 -0.321
112 H 7.518 3.739 0.923
113 H 8.700 4.990 0.479
114 H 8.707 6.899 -3.993
115 H 7.460 6.538 -5.202
116 H 8.600 5.278 -4.684

Calculated values
E_HOMO (alpha / beta): -4.7 / -4.7 eV
Expectation value of S²: 3.7625
Total charge: -1
Orbital gap (alpha / beta): 6.64 / 6.56 eV
2S+1: 4
Energy: -67536.34795 eV



No. 4
DFT (wB97M-V/def2-TZVPD) results for a molecular structure, C33H70NPS4Si3Ti at a distorted geometry.

Atoms and positions in Å:
1 Ti -0.858 0.631 -0.487
2 S -1.511 2.627 0.831
3 S -1.360 4.369 -0.281
4 S -2.005 3.720 -2.108
5 S -0.619 2.242 -2.438
6 C -2.010 -3.948 -3.477
7 Si -1.340 -2.740 -2.179
8 C 0.391 -3.361 -1.806
9 C -2.590 -3.055 -0.820
10 C -1.308 -0.897 -2.498
11 C -2.669 -0.387 -2.240
12 C -3.837 -0.670 -2.972
13 C -5.041 -0.129 -2.589
14 C -5.108 0.704 -1.473
15 C -3.948 0.950 -0.781
16 N -2.777 0.406 -1.155
17 Si -0.759 -0.444 -4.258
18 C -1.818 0.853 -5.132
19 C -0.848 -1.891 -5.484
20 C 1.059 0.003 -4.423
21 H -2.237 -4.856 -2.910
22 H -1.318 -4.215 -4.272
23 H -2.942 -3.616 -3.935
24 H 0.716 -3.105 -0.800
25 H 0.448 -4.445 -1.916
26 H 1.105 -2.916 -2.503
27 H -2.543 -2.318 -0.026
28 H -2.484 -4.046 -0.375
29 H -3.588 -2.992 -1.258
30 H -3.759 -1.316 -3.836
31 H -5.937 -0.353 -3.155
32 H -6.033 1.158 -1.151
33 H -3.902 1.591 0.091
34 H -2.681 1.183 -4.556
35 H -2.172 0.449 -6.083
36 H -1.216 1.740 -5.325
37 H -1.840 -2.319 -5.612
38 H -0.154 -2.701 -5.255
39 H -0.544 -1.466 -6.445
40 H 1.238 1.062 -4.263
41 H 1.389 -0.249 -5.433
42 H 1.672 -0.565 -3.729
43 C 4.687 3.879 0.300
44 C 3.245 3.527 0.671
45 C 3.163 3.180 2.153
46 P 2.329 2.266 -0.343
47 C 3.082 0.606 -0.014
48 C 2.474 -0.345 -1.042
49 C 4.590 0.397 0.111
50 C 2.750 2.697 -2.091
51 C 2.349 4.155 -2.335
52 C 4.121 2.378 -2.685
53 H 5.066 4.630 0.999
54 H 4.772 4.295 -0.702
55 H 5.348 3.015 0.361
56 H 2.633 4.424 0.514
57 H 3.771 2.304 2.389
58 H 2.146 2.972 2.473
59 H 3.543 4.010 2.754
60 H 2.642 0.328 0.950
61 H 2.834 -0.132 -2.047
62 H 1.369 -0.288 -1.105
63 H 2.717 -1.386 -0.812
64 H 5.141 0.726 -0.769
65 H 4.804 -0.665 0.261
66 H 4.988 0.930 0.974
67 H 2.018 2.101 -2.643
68 H 3.105 4.848 -1.959
69 H 1.393 4.391 -1.866
70 H 2.239 4.334 -3.406
71 H 4.947 2.840 -2.145
72 H 4.157 2.745 -3.715
73 H 4.309 1.305 -2.725
74 C 1.493 -2.215 1.888
75 C 0.169 -2.255 2.665
76 C 0.487 -2.773 4.077
77 C -0.645 -3.356 1.985
78 Si -0.757 -0.506 2.488
79 C -2.619 -0.770 3.119
80 C -3.521 -1.351 2.024
81 C -2.811 -1.688 4.335
82 C -3.237 0.592 3.469
83 C 0.122 0.613 3.886
84 C 1.646 0.475 3.774
85 C -0.235 0.278 5.344
86 C -0.147 2.116 3.736
87 H 1.945 -3.216 1.875
88 H 2.230 -1.532 2.304
89 H 1.316 -1.921 0.853
90 H 0.938 -3.770 3.984
91 H -0.397 -2.879 4.704
92 H 1.202 -2.154 4.615
93 H -0.096 -4.305 2.049
94 H -0.787 -3.140 0.933
95 H -1.624 -3.518 2.431
96 H -3.296 -2.391 1.793
97 H -3.469 -0.786 1.094
98 H -4.564 -1.317 2.365
99 H -2.534 -2.720 4.119
100 H -3.876 -1.697 4.604
101 H -2.259 -1.372 5.217
102 H -3.109 1.330 2.677
103 H -2.831 1.018 4.384
104 H -4.315 0.462 3.628
105 H 2.021 -0.495 4.091
106 H 2.121 1.231 4.413
107 H 1.996 0.657 2.759
108 H -0.111 -0.768 5.610
109 H -1.254 0.568 5.596
110 H 0.426 0.862 5.999
111 H 0.178 2.498 2.773
112 H 0.404 2.649 4.522
113 H -1.196 2.385 3.832

Calculated values
E_HOMO (alpha / beta): -4.3 / -4.3 eV
Expectation value of S²: 0.7611
Total charge: -1
Relative energy (zero: lowest compared OMol25 entry of this formula, charge and spin): 0.0 kJ/mol
Orbital gap (alpha / beta): 6.68 / 6.87 eV
2S+1: 2
Energy: -136230.29383 eV